Molecular formula: CHFN2O3
Method: DFT, ωB97M-V/def2-TZVPD

Structure (ORCA input):
```
! RIJCOSX wB97M-V def2-TZVPD def2/J DEFGRID3
* xyz 0 1
H 0.765 -0.430 -0.113
N -1.467 1.646 -0.085
O -1.748 -1.733 -0.603
O -1.070 0.599 -0.356
F 2.482 -0.611 1.166
C 1.641 0.050 0.369
N -2.334 -0.735 -0.590
O 1.731 1.213 0.212
*
```

Summary:
ΔE to the lowest compared entry with this formula, charge and spin in kJ/mol: 305.2
LUMO (spin up / spin down) in eV: -0.95 / -1.00
Kohn-Sham gap (spin up / spin down) in eV: 7.115 / 7.038

Molecular formula: C33H57FN2NdO2Si
Method: DFT, ωB97M-V/def2-TZVPD

Structure (ORCA input):
```
! RIJCOSX wB97M-V def2-TZVPD def2/J DEFGRID3
* xyz 1 4
H 2.373 3.797 3.568
C -2.591 0.802 2.197
H 3.567 2.838 2.662
H -6.150 -0.207 3.344
H 3.305 0.108 -0.607
H 1.290 1.907 -4.659
O 0.657 -2.291 -0.613
H -1.984 3.462 -2.248
H 0.832 -4.861 -1.792
C -0.156 -4.419 -1.666
C -1.387 2.999 -3.046
H -4.106 -3.009 -3.214
F -0.353 -1.783 2.452
H 4.134 -1.693 4.966
C 0.368 2.926 2.297
H -3.878 0.162 -0.839
C -4.881 0.250 1.670
H -2.697 3.336 2.944
C -1.790 0.930 4.594
H -2.881 -0.823 -3.492
C -2.864 0.665 3.581
H 1.285 4.426 -1.319
C 5.128 -1.282 3.082
H 0.034 3.686 -0.295
H 0.013 -3.946 0.435
H -0.502 -1.022 -2.876
H 2.061 -0.820 5.599
H -1.503 1.992 4.644
C 1.583 2.518 -3.792
C -0.232 -3.455 -0.508
H -0.463 -3.961 -2.608
H 1.733 3.546 -4.149
H -2.232 -1.969 -5.965
H 5.867 -0.735 1.127
C -3.048 -3.013 -3.496
H -0.879 0.351 4.390
C -4.145 0.284 3.979
Si 0.294 2.417 -2.418
C 0.864 3.469 -0.982
H -1.269 3.733 -3.854
C 2.928 -3.309 -0.762
H -2.673 3.502 1.174
H -0.849 -3.102 -5.867
C -3.615 0.634 1.239
C 2.655 2.782 3.277
N 1.668 0.906 2.054
H -0.766 -1.674 -6.892
C 1.886 -2.449 -1.423
H 3.176 -2.972 0.251
C -0.941 2.503 2.015
C -1.143 -2.052 -5.935
H 6.027 -1.832 3.349
C 0.050 0.644 -1.901
H -4.356 0.142 5.042
C 1.519 2.146 2.519
H 3.831 -3.243 -1.372
H -2.144 0.646 5.593
H 2.892 2.228 4.197
H 1.590 -2.855 -2.395
H 2.559 2.151 -3.440
C 3.836 0.730 0.135
H 0.817 0.000 -2.362
H -2.576 -3.864 -2.995
H 0.494 3.985 2.481
C -2.045 3.530 2.077
Nd 0.152 -0.532 0.856
O -0.935 -1.717 -3.450
H -2.349 1.006 -0.514
H -2.422 -1.630 -1.952
C 2.922 -0.479 3.666
H -5.667 0.086 0.930
H 0.902 -0.943 4.261
C 3.907 0.063 1.479
H 2.237 -1.431 -1.596
H 1.471 0.652 4.825
C 2.832 0.136 2.394
C -0.523 -1.214 -4.857
H 2.632 -4.353 -0.711
H 3.346 1.713 0.165
N -1.291 1.231 1.785
H -3.875 1.894 -0.499
C 5.040 -0.656 1.841
H -2.989 -3.147 -4.578
H -0.997 0.357 -2.096
H -1.967 2.154 -3.447
C -3.404 0.936 -0.219
C 1.777 -0.387 4.630
H 0.562 -1.298 -4.804
C 4.072 -1.195 3.996
H -0.825 -0.162 -4.892
H -1.633 4.536 2.185
H -0.838 -5.247 -1.457
H 4.852 0.883 -0.257
H 1.635 2.936 -0.412
C -5.147 0.074 3.028
C -2.452 -1.721 -3.040
H -1.247 -3.042 -0.414
*
```

Summary:
⟨S²⟩: 3.7536
LUMO (spin up / spin down) in eV: -2.23 / -2.21
Kohn-Sham gap (spin up / spin down) in eV: 7.533 / 7.564

Molecular formula: C16H49InN3O12
Method: DFT, ωB97M-V/def2-TZVPD

Structure (ORCA input):
```
! RIJCOSX wB97M-V def2-TZVPD def2/J DEFGRID3
* xyz -1 1
H 9.185 7.163 1.235
H -6.971 -6.923 0.099
H -0.260 3.334 -3.115
O 2.573 -3.117 -1.000
H -3.755 -4.273 -2.773
O 5.211 3.222 1.137
O -5.027 -6.628 0.679
C 2.770 2.317 -3.515
H -1.954 3.911 -3.169
H 0.113 -1.523 -0.779
O 0.999 2.198 -0.454
H 3.190 3.318 -3.638
H -5.307 1.896 -4.428
C -5.967 -5.051 3.369
H -5.116 -5.664 3.065
C 1.401 0.875 2.800
C 0.433 3.487 0.062
H 4.647 2.619 1.651
N -4.897 -1.154 2.893
N -0.264 4.513 0.495
H 2.023 2.318 -2.717
H 4.203 1.709 -2.360
H -4.168 -7.065 0.550
C 2.771 -4.254 -0.181
H 4.237 4.858 1.919
H 9.047 7.956 -0.355
H -5.123 2.297 -2.692
C -4.145 -0.016 2.214
C -0.928 4.116 -3.482
C 5.494 0.273 1.688
O -3.167 -6.163 -2.212
H -2.424 1.266 0.035
H -6.273 -3.433 4.393
H -4.115 3.118 -3.913
H -6.651 -5.653 3.970
H -1.908 -0.506 2.827
H -4.506 -1.156 3.882
H -0.568 5.311 -1.998
C -5.991 -7.388 -0.026
H 5.905 0.363 2.696
H -4.071 0.347 -3.278
H -2.446 -6.151 -2.864
H 3.323 0.840 4.529
H 2.405 -3.440 -1.902
H -2.179 2.081 1.742
H -2.555 -4.355 -1.446
C -3.447 -4.817 -1.876
H 5.671 4.295 2.832
H -4.257 -4.794 -1.143
C -4.599 2.176 -3.644
H 2.964 -3.926 0.843
H 5.766 1.157 1.106
H 1.670 -1.372 -0.024
H -5.733 -7.411 -1.088
H -0.882 4.149 -4.574
C 8.774 7.073 0.227
H 9.174 6.173 -0.248
H -2.459 -1.124 1.048
O 4.084 0.178 1.772
H 3.748 0.099 0.863
O -0.517 5.369 -2.967
H 5.876 5.156 1.284
C 2.329 0.970 3.880
H -6.479 -4.676 2.479
O 7.364 6.977 0.311
H 2.300 2.004 -4.451
In 0.263 0.688 0.799
O -5.496 -3.959 4.138
C -2.561 -0.265 1.861
N 0.636 -1.312 0.111
H 5.893 -0.627 1.213
O -4.665 1.175 1.889
H 7.028 6.898 -0.598
H 1.874 -4.878 -0.199
O 3.805 1.406 -3.194
C 5.249 4.453 1.836
H -4.611 -2.076 2.445
H 3.630 -4.822 -0.546
H -6.019 -8.405 0.375
C -1.960 1.108 1.120
O -3.612 1.170 -3.516
*
```

Summary:
ΔE to the lowest compared entry with this formula, charge and spin in kJ/mol: 317.7
LUMO in eV: 1.89
Kohn-Sham gap in eV: 7.086

Molecular formula: C7H9N
Method: DFT, ωB97M-V/def2-TZVPD

Structure (ORCA input):
```
! RIJCOSX wB97M-V def2-TZVPD def2/J DEFGRID3
* xyz 0 1
C 0.807 -0.885 0.199
H 2.639 0.014 1.023
C -0.177 1.035 0.390
C -1.480 -0.689 -1.092
H 1.619 1.861 0.722
H -2.217 0.267 -0.852
N 1.130 1.342 -0.034
H 0.540 1.758 2.400
C 0.364 0.771 1.804
C -1.864 -1.751 -1.998
H -0.851 1.789 0.126
H -1.309 -2.731 -2.043
C 1.563 0.259 0.839
C -0.284 -0.220 -0.254
H 0.853 -1.936 -0.045
H -0.216 0.049 2.562
H -2.543 -1.585 -2.987
*
```

Summary:
ΔE to the lowest compared entry with this formula, charge and spin in kJ/mol: 684.7
LUMO in eV: 0.32
Kohn-Sham gap in eV: 8.478

Molecular formula: C5H7NO
Method: DFT, ωB97M-V/def2-TZVPD

Structure (ORCA input):
```
! RIJCOSX wB97M-V def2-TZVPD def2/J DEFGRID3
* xyz 0 1
H 2.461 -0.952 0.274
O 0.044 -1.043 -0.312
H -3.133 0.481 0.215
H 3.376 0.586 0.237
C 0.280 0.311 0.059
C -1.290 -0.731 -0.722
H 2.705 -0.003 1.765
N 1.320 0.866 0.471
H -2.010 -1.240 0.032
C -2.161 0.243 0.708
H -1.569 -0.934 -1.755
C 2.521 0.066 0.685
H -1.341 1.547 -0.953
C -1.142 0.730 -0.259
*
```

Summary:
ΔE to the lowest compared entry with this formula, charge and spin in kJ/mol: 536.4
LUMO in eV: 0.66
Kohn-Sham gap in eV: 9.724

Molecular formula: C20H42LuNP3S
Method: DFT, ωB97M-V/def2-TZVPD

Structure (ORCA input):
```
! RIJCOSX wB97M-V def2-TZVPD def2/J DEFGRID3
* xyz 3 1
S 1.357 -2.340 -0.680
C -0.132 0.056 -3.597
C 1.649 -3.542 -5.671
H 1.334 3.242 2.170
P 2.702 0.940 0.371
C 0.454 2.860 2.695
H 0.102 3.645 3.374
H -2.958 1.243 1.701
H -0.286 -0.807 7.115
H 1.592 -1.293 5.448
H -1.788 0.693 2.927
C 0.765 -0.602 5.195
H 0.761 1.974 3.271
H 4.489 1.711 1.872
C 0.512 -0.658 3.787
H 0.224 -2.154 -6.470
H 0.894 -4.241 -5.259
P -2.356 -0.939 0.014
C 1.288 -2.411 -6.305
C -0.791 -0.861 -4.411
C 0.601 -1.789 -2.158
C -2.501 -2.322 -1.168
H -3.271 -1.033 2.252
H 3.730 2.947 -0.614
H -1.460 -2.934 -4.593
N 0.388 -0.685 2.618
H 3.952 0.043 2.243
Lu 0.277 -0.348 0.473
H -4.116 0.258 -1.229
P -0.861 2.465 1.542
C 3.615 1.048 1.958
H 2.700 -3.866 -5.658
C -0.828 -2.222 -4.067
H -2.670 2.239 3.133
H -3.046 1.389 -0.345
H -1.885 -3.164 -0.821
H 2.954 1.425 2.750
H 2.045 -1.761 -6.776
H -4.576 -0.919 1.038
C -1.557 4.029 0.972
H -1.216 -0.558 -5.372
H -3.546 -2.644 -1.279
H 2.371 3.369 0.474
C 0.511 -0.390 -2.431
H -2.106 -2.023 -2.144
H -0.322 1.731 0.330
C -3.603 -1.374 1.265
C -3.074 0.464 -0.936
C 2.724 2.656 -0.277
H 4.264 -0.834 -0.245
C 3.935 0.108 -0.705
H -3.707 -2.464 1.302
H 0.269 -3.746 -2.972
H -2.431 3.838 0.331
H 3.487 -0.129 -1.678
H 1.106 0.330 -1.838
H -0.675 -2.069 5.956
H -1.342 -0.404 5.783
C -2.183 1.579 2.401
H -0.804 4.594 0.400
C 0.021 -2.695 -3.071
H 1.080 0.428 5.455
H -0.095 1.119 -3.888
H 4.801 0.773 -0.852
H -2.473 0.636 -1.841
H -1.880 4.661 1.817
C -0.457 -0.997 6.052
H 2.040 2.722 -1.134
*
```

Summary:
ΔE to the lowest compared entry with this formula, charge and spin in kJ/mol: 0.0
LUMO in eV: -10.09
Kohn-Sham gap in eV: 5.331

Molecular formula: C26H29BClF2N5NiO3Sb
Method: DFT, ωB97M-V/def2-TZVPD

Structure (ORCA input):
```
! RIJCOSX wB97M-V def2-TZVPD def2/J DEFGRID3
* xyz -1 3
H 3.691 0.287 3.434
C -4.424 -0.104 -0.063
C 0.370 -0.019 -4.967
C -4.183 -1.460 -0.231
C -5.616 -1.467 -2.142
H -5.921 2.291 0.187
H 1.432 0.086 -5.205
N 3.002 -0.455 3.454
O -1.276 -1.547 1.893
B 0.145 -2.038 1.692
H 5.307 2.750 0.730
Ni 0.729 -0.024 -0.603
H 0.228 -3.193 -3.856
N 1.074 -1.042 2.427
H -6.068 2.481 -1.571
C 0.815 2.077 -0.162
N 2.705 -0.622 -0.223
C 0.823 -0.745 3.775
H -6.482 0.417 -2.689
Cl -6.388 -2.319 -3.459
F 0.441 -2.110 0.323
C 2.785 2.575 2.988
C 4.101 2.684 2.510
H -0.127 0.939 -5.142
H -2.075 -1.719 -4.039
C 3.236 2.526 0.253
O -3.866 0.648 0.920
H -0.165 2.258 0.272
C -3.055 -0.028 1.850
H 0.910 2.477 -1.166
C -1.906 -1.208 -3.087
H 3.414 2.489 -0.818
H -4.485 2.595 -0.770
Sb 0.160 -0.628 -2.904
F 0.189 -3.306 2.266
C 0.944 -2.602 -3.278
C -1.785 -0.550 1.213
H 1.882 -2.526 -3.836
C 5.209 2.800 3.415
C 1.949 -0.364 4.387
H -2.552 -0.331 -3.015
C 3.160 -0.747 1.030
H 2.614 2.611 4.060
C 1.896 2.371 0.713
H -2.771 0.704 2.603
C 1.727 2.417 2.126
H -0.073 -0.785 -5.613
H 3.709 -0.480 -2.110
H -4.595 -3.203 -1.422
H 5.133 -0.860 1.808
C -5.446 2.075 -0.773
N 4.539 -0.759 1.007
C 2.430 -0.810 2.224
H 1.140 -3.088 -2.319
H 5.994 -0.637 -0.595
C 3.809 -0.587 -1.040
H -3.504 -1.995 0.423
C 4.296 2.664 1.115
C -4.787 -2.147 -1.279
N 6.109 2.884 4.135
H 0.724 2.301 2.528
C -5.843 -0.105 -1.986
C 4.953 -0.658 -0.314
H 2.118 -0.061 5.409
H -2.140 -1.879 -2.257
H -0.163 -0.887 4.193
H -3.578 -0.850 2.338
C -5.246 0.595 -0.953
O -1.369 -0.060 0.184
*
```

Summary:
ΔE to the lowest compared entry with this formula, charge and spin in kJ/mol: 0.0
⟨S²⟩: 2.0210
LUMO (spin up / spin down) in eV: 2.41 / 2.41
Kohn-Sham gap (spin up / spin down) in eV: 4.817 / 5.879

Molecular formula: C4H6O2
Method: DFT, ωB97M-V/def2-TZVPD

Structure (ORCA input):
```
! RIJCOSX wB97M-V def2-TZVPD def2/J DEFGRID3
* xyz 0 1
H 2.649 -0.857 0.314
O 0.225 -1.653 0.438
C 1.971 -0.033 0.087
C -0.549 0.521 -0.154
H -2.649 0.857 -0.312
C 0.549 -0.520 0.157
O -0.226 1.655 -0.431
H -2.121 -0.783 -0.802
C -1.971 0.033 -0.088
H 2.183 0.369 -0.909
H 2.123 0.787 0.795
H -2.184 -0.376 0.905
*
```

Summary:
SMILES: CC(=O)C(C)=O
ΔE to the lowest compared entry with this formula, charge and spin in kJ/mol: 52.8
LUMO in eV: -0.18
Kohn-Sham gap in eV: 9.416

> Number 7 is which compound?

C26H29BClF2N5NiO3Sb